Record 1
{
  "formula": "C61H40O12S",
  "method": "wB97M-V/def2-TZVPD",
  "smiles": "O=C1c2ccccc2C(=O)c2ccccc21.O=C1c2ccccc2C(=O)c2ccccc21.O=C1c2ccccc2C(=O)c2ccccc21.O=C1c2ccccc2C(=O)c2ccccc21.CS(=O)(=O)[C@H]1COC(=O)C1",
  "species": ["O", "C", "C", "C", "C", "C", "C", "C", "C", "O", "C", "C", "C", "C", "C", "C", "H", "H", "H", "H", "H", "H", "H", "H", "O", "C", "C", "C", "C", "C", "C", "C", "C", "O", "C", "C", "C", "C", "C", "C", "H", "H", "H", "H", "H", "H", "H", "H", "O", "C", "C", "C", "C", "C", "C", "C", "C", "O", "C", "C", "C", "C", "C", "C", "H", "H", "H", "H", "H", "H", "H", "H", "O", "C", "C", "C", "C", "C", "C", "C", "C", "O", "C", "C", "C", "C", "C", "C", "H", "H", "H", "H", "H", "H", "H", "H", "C", "S", "O", "O", "C", "C", "O", "C", "O", "C", "H", "H", "H", "H", "H", "H", "H", "H"],
  "coordinates": [[1.4440, -5.7482, 7.0318], [0.7237, -6.2830, 7.8596], [1.0838, -6.2602, 9.2961], [2.2449, -5.6033, 9.7058], [2.5695, -5.5432, 11.0562], [1.7365, -6.1368, 12.0019], [0.5881, -6.8070, 11.5957], [0.2624, -6.8755, 10.2411], [-0.9533, -7.6070, 9.8172], [-1.6409, -8.1905, 10.6373], [-1.3237, -7.6128, 8.3843], [-2.4861, -8.2680, 7.9757], [-2.8597, -8.2504, 6.6365], [-2.0750, -7.5787, 5.7016], [-0.9089, -6.9371, 6.1039], [-0.5274, -6.9571, 7.4453], [2.8948, -5.1344, 8.9743], [3.4704, -5.0281, 11.3733], [1.9841, -6.0785, 13.0568], [-0.0542, -7.2719, 12.3367], [-3.1039, -8.7888, 8.7002], [-3.7660, -8.7571, 6.3212], [-2.3721, -7.5570, 4.6582], [-0.3008, -6.4182, 5.3699], [6.8102, 0.2550, -4.8962], [6.0897, -0.2766, -4.0679], [6.4477, -0.2505, -2.6316], [7.6088, 0.4060, -2.2221], [7.9314, 0.4688, -0.8710], [7.0962, -0.1216, 0.0751], [5.9477, -0.7911, -0.3311], [5.6242, -0.8625, -1.6858], [4.4083, -1.5935, -2.1091], [3.7175, -2.1745, -1.2881], [4.0397, -1.6026, -3.5430], [2.8768, -2.2573, -3.9513], [2.5047, -2.2428, -5.2909], [3.2914, -1.5748, -6.2266], [4.4584, -0.9338, -5.8250], [4.8382, -0.9505, -4.4825], [8.2604, 0.8724, -2.9539], [8.8326, 0.9835, -0.5537], [7.3421, -0.0615, 1.1303], [5.3065, -1.2537, 0.4130], [2.2574, -2.7751, -3.2263], [1.5980, -2.7490, -5.6058], [2.9952, -1.5557, -7.2705], [5.0677, -0.4181, -6.5605], [-0.0221, 1.9779, -4.4573], [-0.0767, 2.6814, -5.4509], [-1.3620, 3.2817, -5.8774], [-2.5132, 3.0552, -5.1216], [-3.7153, 3.6469, -5.4923], [-3.7724, 4.4674, -6.6171], [-2.6313, 4.6811, -7.3822], [-1.4246, 4.0835, -7.0173], [-0.2189, 4.3027, -7.8485], [-0.2862, 4.9585, -8.8739], [1.0694, 3.7194, -7.4116], [2.2204, 3.9485, -8.1669], [3.4414, 3.4329, -7.7470], [3.5176, 2.6879, -6.5722], [2.3700, 2.4457, -5.8248], [1.1416, 2.9566, -6.2457], [-2.4736, 2.4216, -4.2415], [-4.6087, 3.4735, -4.9009], [-4.7085, 4.9392, -6.8987], [-2.6832, 5.3170, -8.2602], [2.1681, 4.5322, -9.0803], [4.3360, 3.6153, -8.3336], [4.4730, 2.2936, -6.2400], [2.4363, 1.8615, -4.9122], [-5.9635, 7.9411, 0.7504], [-6.4443, 7.5928, -0.3138], [-7.9128, 7.4906, -0.4779], [-8.7501, 7.8166, 0.5897], [-10.1303, 7.7615, 0.4320], [-10.6792, 7.3826, -0.7911], [-9.8478, 7.0404, -1.8515], [-8.4623, 7.0877, -1.6953], [-7.5854, 6.7043, -2.8247], [-8.0649, 6.3002, -3.8705], [-6.1186, 6.8254, -2.6674], [-5.2825, 6.5014, -3.7365], [-3.9055, 6.6434, -3.6103], [-3.3585, 7.1097, -2.4168], [-4.1879, 7.4200, -1.3444], [-5.5705, 7.2735, -1.4655], [-8.3284, 8.1177, 1.5431], [-10.7800, 8.0197, 1.2619], [-11.7566, 7.3521, -0.9171], [-10.2812, 6.7410, -2.8004], [-5.7032, 6.1423, -4.6704], [-3.2574, 6.3945, -4.4445], [-2.2841, 7.2292, -2.3222], [-3.7549, 7.7797, -0.4165], [4.5445, -4.4189, 4.5527], [4.4278, -3.7093, 2.8206], [5.0432, -2.3102, 2.7896], [5.0455, -4.6524, 1.8135], [2.6391, -3.5689, 2.3826], [1.8962, -5.0127, 2.5369], [0.4973, -4.5667, 2.4116], [0.3809, -3.5824, 3.4735], [-0.5197, -3.5666, 4.3188], [1.6783, -2.6264, 3.3037], [3.9466, -5.4014, 4.6354], [5.6532, -4.6082, 4.8019], [4.1717, -3.6411, 5.3000], [2.4275, -3.3038, 1.2918], [2.2649, -5.7316, 1.7200], [1.8744, -5.4314, 3.6137], [2.3095, -2.4938, 4.2556], [1.4711, -1.6703, 2.7055]],
  "forces_ev_per_angstrom": [[-0.1, -0.1, 0.1], [0.5, 0.4, -0.6], [0.2, 0.1, 0.3], [0.1, 0.0, 0.2], [-0.1, 0.0, -0.2], [-0.1, -0.1, -0.2], [0.2, 0.1, 0.1], [0.3, 0.2, 0.2], [-0.6, -0.5, 0.6], [0.2, 0.2, -0.2], [-0.2, -0.1, -0.3], [-0.1, 0.0, -0.2], [0.1, 0.1, 0.2], [0.1, 0.0, 0.1], [-0.2, -0.1, -0.2], [-0.3, -0.1, -0.2], [-0.2, -0.1, 0.0], [-0.1, -0.1, 0.0], [0.0, 0.0, -0.1], [0.0, 0.0, -0.2], [0.2, 0.1, 0.0], [0.1, 0.1, 0.0], [0.1, 0.0, 0.1], [0.0, 0.0, 0.2], [-0.2, -0.1, 0.1], [0.6, 0.4, -0.5], [0.2, 0.1, 0.3], [0.1, 0.1, 0.2], [-0.1, -0.1, -0.1], [-0.1, 0.0, -0.2], [0.1, 0.0, 0.2], [0.2, 0.2, 0.2], [-0.5, -0.4, 0.7], [0.1, 0.2, -0.2], [-0.2, -0.1, -0.3], [-0.1, 0.0, -0.2], [0.1, 0.1, 0.2], [0.1, 0.1, 0.1], [-0.2, -0.1, -0.2], [-0.3, -0.1, -0.2], [-0.2, -0.1, 0.0], [-0.1, -0.1, 0.0], [-0.1, 0.0, -0.1], [0.0, 0.0, -0.2], [0.2, 0.1, 0.0], [0.1, 0.1, 0.0], [0.0, 0.0, 0.1], [0.0, -0.1, 0.2], [0.0, 0.2, -0.3], [0.1, -0.6, 0.8], [-0.4, 0.1, 0.0], [-0.2, 0.1, 0.0], [0.2, -0.1, 0.0], [0.2, 0.0, 0.0], [-0.3, 0.0, 0.1], [-0.3, 0.0, 0.2], [0.0, 0.5, -0.8], [0.0, -0.2, 0.3], [0.3, -0.1, 0.0], [0.2, 0.0, 0.0], [-0.2, 0.0, 0.0], [-0.2, 0.0, 0.0], [0.2, 0.0, -0.1], [0.4, 0.0, -0.1], [0.2, 0.1, -0.1], [0.1, 0.0, 0.0], [0.1, -0.1, 0.0], [0.2, -0.1, 0.1], [-0.2, 0.0, 0.2], [-0.1, 0.0, 0.1], [-0.1, 0.0, 0.0], [-0.2, 0.1, -0.1], [-0.1, -0.1, -0.3], [0.4, 0.3, 0.8], [-0.4, 0.0, 0.0], [-0.2, 0.0, 0.0], [0.2, 0.0, -0.1], [0.2, 0.0, -0.1], [-0.2, 0.0, 0.1], [-0.3, 0.1, 0.2], [-0.4, -0.3, -0.8], [0.1, 0.1, 0.3], [0.4, 0.0, -0.1], [0.3, 0.0, 0.0], [-0.2, 0.0, 0.1], [-0.2, 0.0, 0.1], [0.2, 0.0, -0.1], [0.3, 0.0, -0.2], [0.1, 0.0, -0.2], [0.1, 0.0, -0.1], [0.1, 0.0, 0.0], [0.2, 0.0, 0.1], [-0.1, 0.1, 0.2], [-0.1, 0.0, 0.1], [-0.1, 0.0, 0.0], [-0.2, -0.1, -0.1], [0.0, -0.2, 0.6], [3.0, 1.8, -2.9], [-2.0, -3.6, 0.8], [-1.9, 1.6, 2.9], [-2.3, -1.2, 0.5], [0.1, 1.1, 0.5], [0.2, 0.6, 1.7], [-0.9, 0.1, 0.9], [3.2, 0.0, -3.4], [1.5, -1.3, -0.5], [1.0, 1.7, -0.3], [-1.7, 0.3, -0.9], [0.3, -1.0, -1.2], [1.3, -0.3, 1.3], [-1.1, 1.0, 1.4], [1.0, 0.3, -1.8], [-1.7, 0.4, -1.1], [0.1, -1.3, 1.4]]
}

Record 2
{
  "formula": "C61H42CsN9P2STe",
  "method": "wB97M-V/def2-TZVPD",
  "charge": -2,
  "species": ["Cs", "C", "C", "C", "C", "C", "N", "C", "C", "C", "C", "C", "C", "C", "C", "N", "C", "N", "C", "N", "C", "N", "C", "N", "C", "N", "C", "C", "C", "C", "C", "C", "C", "C", "C", "C", "C", "C", "C", "C", "N", "H", "H", "H", "H", "H", "H", "H", "H", "H", "H", "H", "H", "H", "H", "H", "H", "C", "N", "P", "C", "C", "C", "C", "C", "C", "C", "C", "C", "C", "C", "C", "P", "C", "C", "C", "C", "C", "C", "C", "C", "C", "C", "C", "C", "H", "H", "H", "H", "H", "H", "H", "H", "H", "H", "H", "H", "H", "H", "H", "H", "H", "H", "H", "H", "H", "H", "H", "Te", "C", "C", "C", "C", "S", "H", "H", "H"],
  "coordinates": [[17.0714, 12.7687, 16.0976], [19.9616, 17.4832, 20.5068], [21.1440, 17.2208, 19.8658], [21.3409, 16.0506, 19.1071], [20.2918, 15.2015, 18.9895], [20.0720, 13.9502, 18.1383], [21.0034, 13.3591, 17.4613], [20.8519, 12.2489, 16.7755], [21.9468, 11.5786, 15.9586], [23.2216, 11.9680, 15.5796], [23.8927, 11.0789, 14.7104], [23.2980, 9.9730, 14.1294], [22.0305, 9.5634, 14.5697], [21.4009, 10.4517, 15.4565], [20.0629, 10.3212, 16.0543], [19.3511, 9.2688, 15.8867], [18.1739, 9.0097, 16.5523], [17.5189, 9.8858, 17.3141], [16.4178, 9.2635, 17.8509], [15.5064, 9.7359, 18.7241], [15.6618, 10.8992, 19.3672], [16.5389, 11.8848, 19.0283], [16.3835, 12.8909, 19.8263], [17.1250, 14.0060, 19.9364], [18.2464, 14.2168, 19.3482], [18.8801, 13.4700, 18.4362], [19.1179, 15.4125, 19.6843], [18.8820, 16.5334, 20.4289], [15.2614, 12.6176, 20.7113], [14.7672, 13.3096, 21.8815], [13.7733, 12.6371, 22.6089], [13.3742, 11.3428, 22.3181], [13.9705, 10.6907, 21.2341], [14.8559, 11.3647, 20.4294], [16.3069, 7.9471, 17.3291], [15.3799, 6.9094, 17.5610], [15.5374, 5.6585, 16.9618], [16.7748, 5.4355, 16.3407], [17.6921, 6.4238, 16.1103], [17.4641, 7.6961, 16.5504], [19.7676, 11.5164, 16.7401], [19.7356, 18.4271, 21.0151], [21.9378, 17.9607, 19.9725], [22.2687, 16.0627, 18.6005], [23.5825, 12.9206, 15.9939], [24.9144, 11.2438, 14.3992], [23.9771, 9.3290, 13.5404], [21.4222, 8.7574, 14.2581], [17.9623, 16.6794, 20.9125], [15.0856, 14.3125, 22.1218], [13.3622, 13.2588, 23.3695], [12.6887, 10.9507, 23.0317], [13.8052, 9.6761, 21.0410], [14.3785, 7.1968, 18.0352], [14.7155, 4.9232, 16.9487], [16.8870, 4.5037, 15.8055], [18.5785, 6.1949, 15.4928], [13.1038, 16.5548, 16.1441], [13.8295, 15.6150, 16.9842], [13.1713, 14.1484, 17.7240], [11.3612, 14.4289, 17.4133], [10.8167, 14.2198, 16.1631], [9.5147, 14.6728, 15.8921], [8.7628, 15.3045, 16.8682], [9.2452, 15.4126, 18.1614], [10.5612, 15.0364, 18.3877], [13.4744, 12.8687, 16.4674], [13.8006, 13.1328, 15.1768], [13.9730, 12.1017, 14.2596], [13.8983, 10.7606, 14.6690], [13.6025, 10.4861, 15.9903], [13.3968, 11.5078, 16.9022], [15.3878, 15.8116, 17.6539], [15.3881, 17.0722, 19.0198], [14.9455, 16.5830, 20.2642], [15.0202, 17.3648, 21.3973], [15.3888, 18.6960, 21.3089], [15.8563, 19.1971, 20.1192], [15.8580, 18.3905, 18.9851], [16.3480, 16.5591, 16.2772], [16.0071, 16.2833, 14.9208], [16.9054, 16.5850, 13.9010], [18.1608, 17.1127, 14.2173], [18.5089, 17.3708, 15.5486], [17.5597, 17.1554, 16.5495], [12.1869, 16.8809, 16.5722], [12.8194, 16.1104, 15.2021], [13.7958, 17.3787, 15.9302], [11.4213, 13.8071, 15.3132], [9.0645, 14.6069, 14.9295], [7.7032, 15.4982, 16.6801], [8.5868, 15.9392, 18.8978], [11.0427, 15.2115, 19.3418], [13.8386, 14.1774, 14.8110], [14.2060, 12.3444, 13.2280], [14.0402, 9.9732, 13.9496], [13.4326, 9.5129, 16.4143], [13.2352, 11.2345, 17.9264], [14.6342, 15.6161, 20.2620], [14.6715, 16.9028, 22.2805], [15.2923, 19.3007, 22.2068], [16.1656, 20.2296, 19.9785], [16.1458, 18.8262, 18.0195], [15.0092, 15.7973, 14.6246], [16.7218, 16.3609, 12.8869], [18.8693, 17.2573, 13.3809], [19.5383, 17.7176, 15.7913], [17.8671, 17.3097, 17.5661], [17.7906, 11.4522, 10.6920], [16.3256, 12.9266, 10.4727], [16.3086, 14.2077, 10.9636], [15.1209, 14.8748, 10.7052], [14.2007, 14.1663, 10.0397], [14.7534, 12.5939, 9.7208], [17.2232, 14.6166, 11.3686], [14.9407, 15.8680, 11.1253], [13.1604, 14.4687, 10.0065]],
  "forces_ev_per_angstrom": [[0.2, -0.4, 0.2], [-2.3, -0.6, 0.2], [0.4, 0.2, 0.3], [0.0, 2.1, 0.6], [0.5, -1.2, -1.4], [-0.5, 0.5, 2.4], [2.1, 1.4, -1.1], [0.3, -1.3, -0.4], [0.5, 2.1, 0.4], [0.0, -0.3, 0.1], [0.2, 1.4, 0.2], [0.0, -1.6, 0.8], [0.3, 2.2, 0.5], [-0.5, -2.4, -0.7], [-0.4, 1.9, 0.0], [-0.9, -1.3, 0.5], [-0.1, 0.1, 0.0], [-0.2, -0.3, 0.0], [-0.8, 1.3, 0.1], [1.2, 0.2, 0.4], [0.5, -0.7, -2.3], [1.0, -1.1, -1.5], [-0.6, 0.6, 0.5], [-0.6, 0.7, 0.9], [0.9, 1.2, 0.0], [-0.9, -0.9, -0.8], [-1.2, -0.9, -0.1], [2.4, 0.8, -0.3], [0.5, 3.6, 3.0], [-0.4, -1.8, -1.9], [1.5, 1.9, -0.9], [0.9, 0.2, -0.7], [-1.1, 0.6, 1.4], [-1.2, -1.6, 0.6], [0.1, -2.2, 0.1], [-2.2, 0.9, -0.1], [0.3, 1.0, 0.6], [-1.2, -1.1, -0.9], [1.5, -0.4, -1.2], [-0.3, 1.9, 0.9], [-0.4, -1.7, -0.4], [0.5, -0.3, -0.1], [0.0, -0.2, -0.2], [0.7, -0.9, -0.7], [0.4, -0.6, -0.4], [0.1, 0.4, 0.1], [-0.8, 0.4, 0.0], [-0.1, -1.0, -0.5], [-1.1, 0.3, 0.6], [0.1, 0.0, 0.1], [-0.6, -0.2, 0.9], [-0.5, -0.9, 0.0], [-0.5, -1.4, -0.3], [1.6, -0.5, -0.4], [0.7, 0.3, 0.2], [0.3, -0.3, 0.1], [-0.4, 0.2, 0.5], [1.1, -0.1, -0.2], [-0.2, -0.6, 0.7], [-0.3, 0.4, 0.1], [0.2, 0.4, -0.1], [-0.5, 0.2, -1.7], [0.5, 0.2, 0.5], [-0.8, -1.1, 0.2], [-0.2, 1.1, 0.2], [0.5, -0.1, 0.7], [-0.2, -1.4, 2.0], [-0.2, 0.8, -1.8], [0.4, -0.6, -0.1], [-0.1, 0.9, -0.4], [-0.5, 0.3, 0.8], [0.4, 1.4, -1.0], [0.3, 0.0, -0.2], [-0.2, 0.6, 0.2], [1.6, 2.4, -1.3], [-0.6, -0.2, -1.0], [0.1, 0.0, 1.0], [-0.1, 0.3, -0.9], [-0.3, -0.2, -0.8], [-1.3, -0.3, -0.8], [-1.1, -0.4, -0.1], [0.6, 0.3, 1.5], [0.4, 0.0, -0.1], [0.3, 0.3, -0.7], [1.2, -0.3, -0.2], [-0.7, 0.6, 0.7], [0.0, -0.3, -0.5], [-0.5, 0.1, 0.1], [-0.7, 0.2, 1.1], [0.0, -0.3, -0.8], [0.4, 0.4, -0.1], [1.0, -0.7, -0.4], [-0.2, 0.0, 0.2], [0.1, -0.8, 0.3], [0.0, -0.1, 0.0], [0.1, -0.2, -0.1], [0.4, -0.6, -0.4], [-0.2, 0.2, 0.4], [-0.9, -2.8, 0.5], [-0.2, -0.1, 1.1], [0.3, 0.1, -0.2], [0.0, -0.1, 0.3], [0.1, -0.2, 0.5], [1.8, 0.8, 0.7], [-0.5, -0.3, -0.9], [-0.3, 0.0, 0.7], [-1.0, -0.2, -0.1], [0.0, 0.1, 0.4], [0.1, -0.1, -0.1], [-0.7, -0.6, -0.1], [1.3, -1.0, -0.5], [-0.1, 2.0, 1.0], [-1.6, 0.2, 0.1], [1.1, -0.3, 0.3], [-0.1, 0.1, 0.3], [-0.2, -0.1, -0.3], [0.1, -0.2, -0.5]]
}

Sequential energy above the lowest of the compared OMol25 structures with the same formula, charge and spin output: 58.07 6.49 kcal/mol
Sequential M output: 997.05 1255.59 g mol⁻¹
Sequential calculated total energy output: -3649.61348 -4211.66805 a.u.